Formula: C4H7NO
Source: the OMol25 dataset
Level of theory: ωB97M-V/def2-TZVPD

```
13
Properties=species:S:1:pos:R:3:forces:R:3
O 0.25124 1.37741 1.80733 -0.10 -0.37 -0.11
N 0.19715 -0.05345 -0.83449 1.19 0.68 1.14
C -0.80446 -0.65197 -0.04889 -0.63 -0.59 -1.34
C -2.05136 -0.16358 -0.01204 0.01 -0.11 -0.03
C 0.36583 0.28068 1.53051 0.06 1.17 2.72
C 1.66616 -0.00671 -0.41573 -0.22 -0.32 -1.07
H 1.99834 -1.01065 -0.12907 -0.22 0.13 -0.33
H 2.12041 0.29139 -1.34553 0.59 -0.20 -0.40
H -2.89720 -0.80509 0.19669 0.12 0.12 0.44
H -2.25816 0.87647 -0.25973 0.03 -0.23 -0.22
H -0.15752 0.84205 -1.16824 0.45 -0.16 -0.04
H -0.57336 -1.64338 0.33157 -0.05 0.06 -0.27
H 2.14294 0.66683 0.34763 -1.22 -0.19 -0.51
```
Positions in Å, forces in eV/Å.

Computed properties:
Charge ... 0
E_LUMO ... 0.037 Ha
Kohn-Sham gap ... 9.44 eV
ΔE to the lowest compared entry with this formula, charge and spin ... 75.5 kcal/mol

These are the Löwdin partial charges, in e, on atoms 1 to 5:
1 O 0.10
2 N -0.08
3 C -0.38
4 C -0.01
5 C -0.04



Formula: C42H40IN5O2P2RhS
Source: the OMol25 dataset
Level of theory: ωB97M-V/def2-TZVPD

```
94
Properties=species:S:1:pos:R:3:forces:R:3
I 5.35130 -7.12711 -1.42707 0.00 0.01 0.00
Rh 0.34642 0.17625 -0.32595 -0.12 0.89 -0.01
S 0.84690 -0.68058 1.73807 0.20 -0.15 -0.10
P -1.81858 -0.62398 -0.08008 -0.04 0.27 0.08
P -1.10059 1.82126 0.38299 -0.14 0.09 0.64
O 2.64282 -0.73858 -2.64449 0.00 0.08 -0.11
O 1.19956 -1.51906 -1.10484 0.07 -0.19 0.08
N 3.30633 -0.58598 2.73762 -0.14 0.13 0.03
N 2.25114 0.97593 -0.18910 -0.11 -0.27 -0.20
N 3.08838 0.61317 0.82647 -0.06 0.05 0.05
N 0.52671 1.35199 -2.19808 0.01 -0.36 0.39
N -2.55238 0.97124 -0.04307 0.38 -0.41 -0.50
C -3.52989 -1.59721 3.50425 0.00 0.02 -0.01
C 2.23674 -1.60452 -1.88245 -0.03 -0.14 0.09
C 0.14389 4.04008 -0.59265 -0.07 0.00 -0.04
C -1.10421 3.48160 -0.32056 0.17 -0.06 -0.15
C 3.88954 -3.27211 -2.73813 0.02 -0.01 0.00
C -2.00771 -3.35219 2.86803 -0.01 0.04 0.00
C 1.21540 2.93448 -4.36906 -0.05 -0.06 0.04
C 2.69960 -3.78577 -0.71381 0.04 -0.03 -0.04
C -4.62316 -2.81811 -2.04290 -0.02 -0.03 -0.02
C -0.24237 2.19929 3.00698 0.07 0.05 -0.04
C -1.65964 -2.64030 1.73447 -0.02 -0.01 0.06
C -2.24112 -1.39406 1.49150 -0.02 -0.21 -0.14
C 4.31768 -5.32029 -1.57754 0.05 -0.08 0.01
C -0.36616 1.66831 -3.12959 -0.02 -0.10 -0.13
C -3.83378 -3.49310 -2.97213 0.00 0.01 0.01
C -2.76304 2.90908 3.93531 -0.01 0.02 0.05
C -0.90723 6.11393 -1.18608 -0.01 0.00 -0.01
C 3.38705 -4.98499 -0.60440 -0.02 0.07 -0.03
C 4.57379 -4.47415 -2.64706 -0.02 0.04 0.00
C 2.53190 -0.15912 1.72612 -0.10 -0.04 -0.06
C 4.18798 1.86446 -1.40255 -0.09 -0.03 0.02
C -0.41498 2.57364 4.33308 0.01 0.00 -0.03
C 2.74085 1.54810 -1.23097 -0.05 -0.03 0.04
C 3.07799 -2.97481 3.37186 -0.03 0.03 0.03
C -2.46916 -3.26886 -3.03392 0.04 0.03 0.00
C 1.77719 1.83993 -2.31134 0.12 0.11 -0.02
C -1.33307 2.16535 2.14712 -0.03 0.16 -0.08
C 2.94891 -2.92521 -1.77761 -0.06 -0.02 0.05
C -1.87849 -2.34957 -2.17296 -0.07 0.08 -0.12
C -2.25269 4.26114 -0.45110 0.01 0.06 0.05
C 2.89441 -1.51849 3.77784 0.05 -0.07 -0.06
C 2.14567 2.62832 -3.39116 0.00 0.00 -0.01
C -4.04586 -1.92006 -1.16692 0.05 -0.09 0.03
C 0.24131 5.35475 -1.02136 -0.01 -0.01 0.01
C -3.18774 -0.88037 2.36484 0.03 0.07 0.06
C -1.67278 2.92093 4.79801 -0.01 0.00 -0.02
C -2.67309 -1.67869 -1.24715 0.29 0.09 -0.23
C -0.07338 2.45038 -4.23227 0.04 0.02 0.02
C -2.93907 -2.82521 3.75656 0.00 -0.01 0.00
C -2.15147 5.56872 -0.89660 0.03 0.01 0.00
C -2.59358 2.53968 2.61401 0.02 -0.13 -0.05
C -3.36362 1.27266 -1.24274 -0.33 0.10 0.28
H -3.44599 2.51687 1.94534 -0.01 0.01 0.00
H 3.20250 -5.65095 0.22709 -0.01 -0.01 0.01
H -3.20953 -3.37974 4.64518 0.00 -0.01 0.01
H -3.43671 2.34313 -1.39614 0.03 -0.05 -0.06
H -4.29185 -4.20519 -3.64525 -0.01 -0.01 -0.01
H -0.84582 2.65862 -4.95791 0.01 0.01 -0.01
H 4.74582 1.51701 -0.54111 0.01 0.00 0.00
H 0.74127 1.93069 2.64387 -0.01 0.02 0.02
H 1.03812 3.44404 -0.46202 0.00 0.05 0.06
H 2.47953 -3.19889 2.48897 -0.01 -0.01 -0.01
H 4.27220 -0.30188 2.69005 0.01 -0.01 -0.03
H -0.81083 -2.15166 -2.20371 -0.05 -0.06 -0.01
H 2.76141 -3.63179 4.18262 0.01 -0.02 -0.01
H 3.47790 -1.29001 4.66954 0.01 0.01 -0.01
H -1.55641 -4.31644 3.05885 0.00 -0.01 0.01
H 4.08010 -2.58739 -3.55335 0.00 0.00 -0.01
H -5.68663 -3.01027 -1.99697 0.00 0.00 0.00
H -2.97641 0.80765 -2.14724 0.02 0.01 -0.03
H -4.26202 -1.19399 4.19121 0.00 0.00 0.01
H 0.43490 2.59267 5.00168 0.02 0.00 0.00
H -3.22558 3.86950 -0.18674 0.01 0.03 0.05
H 1.49564 3.54056 -5.21949 -0.01 0.02 -0.01
H -1.80663 3.20724 5.83254 0.00 0.00 0.01
H 3.15747 2.99657 -3.46449 0.01 -0.01 0.00
H -3.65176 0.07412 2.15946 0.01 0.02 0.00
H 1.85045 -1.32052 4.02398 0.01 0.02 0.02
H 4.12101 -3.18984 3.14041 0.02 0.00 0.01
H -4.64881 -1.42980 -0.41203 -0.01 0.00 0.01
H -0.93699 -3.04988 1.03614 0.00 0.00 0.01
H -3.04425 6.16910 -1.00612 -0.01 0.00 0.01
H -1.86111 -3.80469 -3.74981 0.01 0.00 -0.01
H 4.34572 2.93758 -1.52129 0.01 0.02 -0.01
H 1.21221 5.78603 -1.22521 0.01 0.00 0.00
H 1.96734 -3.49999 0.02882 -0.02 0.00 0.02
H -3.74326 3.19021 4.29677 -0.01 0.00 0.00
H 5.30107 -4.74719 -3.39870 0.01 -0.01 0.00
H -0.83449 7.13783 -1.52698 0.00 0.01 0.00
H 4.54733 1.35523 -2.29801 0.02 0.01 -0.01
H -4.36775 0.87859 -1.09635 -0.04 0.05 0.03
H -1.35981 1.27465 -3.00102 -0.01 -0.10 0.01
```
Positions in Å, forces in eV/Å.

Computed properties:
Charge ... +1
E_LUMO ... -0.101 Ha
Kohn-Sham gap ... 7.48 eV
ΔE to the lowest compared entry with this formula, charge and spin ... 14.6 kcal/mol

These are the Löwdin partial charges, in e, on atoms 1 to 5:
1 I 0.87
2 Rh 0.64
3 S 0.76
4 P 0.90
5 P 0.91